C11H27N7O11Zn2 as an isolated structure, computed with ωB97M-V/def2-TZVPD.

The geometry in ORCA input format:
```
! RIJCOSX wB97M-V def2-TZVPD def2/J DEFGRID3
* xyz -1 2
Zn -2.716 12.742 -8.410
Zn -4.040 10.219 -9.591
C -3.145 10.553 -7.191
O -2.194 11.357 -7.099
O -3.059 9.646 -8.013
O -3.984 11.288 -7.735
C -3.811 12.522 -10.700
O -4.811 11.837 -10.589
O -3.702 13.561 -10.065
O -2.878 11.782 -10.305
C -4.559 14.350 -6.443
O -3.672 13.983 -7.142
N -4.413 14.676 -5.214
N -5.740 14.559 -6.875
H -3.554 14.656 -4.684
H -5.124 15.220 -4.745
H -6.491 14.920 -6.304
H -5.812 14.453 -7.876
C -2.287 6.004 -7.994
O -2.526 6.268 -9.187
N -1.713 4.898 -7.597
N -2.415 6.828 -7.040
H -1.853 4.177 -8.290
H -1.720 4.648 -6.619
H -2.002 6.613 -6.145
H -2.562 7.770 -7.374
C 1.115 9.593 -7.988
O 2.038 8.948 -8.462
N 1.168 10.320 -6.952
N -0.111 9.414 -8.446
H 0.362 10.827 -6.616
H 2.073 10.467 -6.530
H -0.200 8.638 -9.087
H -0.954 9.684 -7.959
C -0.981 2.730 -5.032
O -1.808 3.824 -4.884
C -1.810 4.461 -3.572
C -0.665 5.505 -3.509
N -1.164 6.783 -4.057
C -0.193 7.812 -4.186
C -1.075 9.107 -4.040
O -1.853 9.284 -2.910
C -2.618 10.458 -2.995
H -0.013 2.929 -4.573
H -0.902 2.441 -6.080
H -1.366 1.869 -4.486
H -1.810 3.809 -2.698
H -2.804 4.908 -3.586
H 0.161 5.218 -4.160
H -0.178 5.663 -2.547
H -1.952 7.014 -3.469
H 0.477 7.839 -5.046
H 0.502 7.607 -3.372
H -1.545 9.348 -4.993
H -0.513 10.040 -3.981
H -2.291 11.035 -3.860
H -2.595 11.051 -2.080
H -3.623 10.102 -3.223
*
```

HOMO energy (spin up / spin down) (Eh): -0.06679 / -0.15038

***

C14H32LiNO14P as an isolated structure, computed with ωB97M-V/def2-TZVPD.

The geometry in ORCA input format:
```
! RIJCOSX wB97M-V def2-TZVPD def2/J DEFGRID3
* xyz -1 1
C 3.919 -1.389 -5.293
N 3.588 -1.513 -3.832
C 2.346 -2.289 -3.645
C 4.616 -2.246 -3.040
C 3.422 -0.118 -3.201
C 3.076 -0.135 -1.672
O 2.605 1.144 -1.238
H 3.288 -0.707 -5.852
H 4.207 -2.290 -5.879
H 4.928 -0.974 -5.463
H 1.610 -1.786 -4.054
H 1.900 -2.620 -2.711
H 2.640 -3.079 -4.457
H 4.354 -2.673 -2.031
H 5.684 -1.801 -3.159
H 4.860 -3.147 -3.490
H 2.676 0.163 -3.808
H 4.456 0.312 -3.306
H 3.899 -0.712 -1.034
H 2.270 -0.926 -1.608
H 1.673 1.126 -1.309
Li -0.786 0.703 0.098
P -0.823 -0.083 -2.319
O -1.754 -0.175 -1.193
O 0.240 0.647 -1.308
O -1.096 0.760 -3.450
O -0.442 -1.402 -2.646
C -3.889 -3.343 5.560
O -3.760 -2.186 4.720
C -3.348 -2.200 3.466
O -2.795 -3.205 3.019
O -3.593 -1.052 2.786
C -3.292 -1.010 1.327
H -4.372 -4.140 4.932
H -4.448 -3.122 6.157
H -2.946 -3.786 5.943
H -3.208 0.036 1.154
H -4.213 -1.484 0.865
H -2.316 -1.552 1.145
C -1.541 1.437 4.083
O -0.429 0.483 4.124
C 0.059 0.002 3.033
O -0.573 0.195 2.012
O 1.111 -0.829 3.205
C 1.787 -1.148 1.977
H -1.278 2.211 3.565
H -1.899 1.846 4.978
H -2.221 1.219 3.386
H 1.940 -0.340 1.334
H 1.525 -2.005 1.176
H 2.797 -1.766 2.287
C -4.284 5.263 1.170
O -2.921 5.414 0.936
C -2.070 4.259 0.672
O -2.385 3.084 0.967
O -0.895 4.598 0.019
C -0.266 3.522 -0.545
H -4.204 4.572 2.197
H -4.851 4.509 0.436
H -4.746 6.152 1.087
H 0.688 3.866 -1.094
H -0.740 2.909 -1.350
H 0.210 2.786 0.184
*
```

HOMO energy (Eh): -0.07627
Relative energy (zero: lowest compared OMol25 entry of this formula, charge and spin) (kcal per mole): 87.1

***

C7H10BF4NPm as an isolated structure, computed with ωB97M-V/def2-TZVPD.

The geometry in ORCA input format:
```
! RIJCOSX wB97M-V def2-TZVPD def2/J DEFGRID3
* xyz -1 5
C -0.439 1.111 -2.196
C 0.983 1.268 -1.971
C 1.165 2.111 -0.807
C -0.160 2.484 -0.322
C -1.143 1.845 -1.172
Pm 0.121 0.075 0.049
N -1.405 -1.478 -0.065
C -0.351 -2.382 -0.562
C 1.055 -1.878 -0.783
H 2.121 2.308 -0.291
H 1.784 0.735 -2.504
H -0.368 3.007 0.628
H -2.232 1.858 -1.018
H -0.900 0.454 -2.948
H 1.405 -1.787 -1.822
H -0.306 -3.204 0.175
H -2.417 -1.684 -0.032
H 1.809 -2.092 -0.004
H -0.735 -2.755 -1.525
F 0.011 -0.001 2.095
B -0.001 0.000 3.595
F 0.145 -1.341 3.826
F 1.092 0.797 3.830
F -1.233 0.548 3.826
*
```

HOMO energy (spin up / spin down) (Eh): -0.12081 / -0.12055
Relative energy (zero: lowest compared OMol25 entry of this formula, charge and spin) (kcal per mole): 45.7

***

A 2-piece molecular cluster, C4H8O overall, computed with ωB97M-V/def2-TZVPD.

The geometry in ORCA input format:
```
! RIJCOSX wB97M-V def2-TZVPD def2/J DEFGRID3
* xyz 0 1
O -0.148 -0.798 -2.019
C 0.079 -0.552 -0.866
C -0.572 -0.960 0.458
C 0.343 0.072 1.165
C 1.138 0.288 -0.149
H -0.317 -2.000 0.686
H -1.656 -0.838 0.546
H 0.919 -0.308 2.011
H -0.198 0.967 1.485
H 2.099 -0.236 -0.173
H 1.288 1.313 -0.502
H -1.476 1.273 -1.592
H -1.499 1.780 -1.050
*
```

HOMO energy (Eh): -0.35151
Relative energy (zero: lowest compared OMol25 entry of this formula, charge and spin) (kcal per mole): 39.7

***

C21H34BN6S3Se3TeV as an isolated structure, computed with ωB97M-V/def2-TZVPD.

The geometry in ORCA input format:
```
! RIJCOSX wB97M-V def2-TZVPD def2/J DEFGRID3
* xyz -1 4
V -1.251 -1.123 -0.954
C -0.985 3.610 -3.438
C 0.252 2.713 -3.511
C 1.292 3.409 -4.391
C -0.070 1.348 -4.117
N 0.842 2.523 -2.152
C 2.170 2.763 -1.839
C 2.358 2.365 -0.570
N 1.165 1.873 -0.091
B 1.152 1.206 1.308
N -0.238 1.220 1.978
C -0.720 2.413 2.469
C -1.998 2.229 2.842
N -2.315 0.905 2.577
C -1.223 0.298 2.038
S -1.099 -1.343 1.553
C -3.666 0.302 2.790
C -3.558 -0.860 3.776
C -4.589 1.361 3.393
C -4.254 -0.143 1.451
N 1.825 -0.192 1.272
C 2.458 -0.645 2.407
C 2.999 -1.845 2.139
N 2.696 -2.146 0.821
C 1.952 -1.126 0.303
S 1.311 -1.055 -1.288
C 3.205 -3.350 0.101
C 4.140 -2.899 -1.021
C 2.046 -4.186 -0.433
C 4.002 -4.212 1.079
C 0.238 1.950 -1.071
S -1.402 1.463 -0.945
H -1.268 3.899 -4.451
H -0.764 4.516 -2.869
H -1.819 3.096 -2.969
H 0.837 3.604 -5.361
H 2.165 2.776 -4.561
H 1.612 4.363 -3.969
H -0.444 1.481 -5.134
H -0.842 0.833 -3.550
H 0.828 0.727 -4.147
H 2.857 3.220 -2.522
H 3.238 2.395 0.048
H 1.865 1.897 2.007
H -0.106 3.295 2.498
H -2.696 2.922 3.265
H -3.150 -0.515 4.729
H -2.924 -1.650 3.379
H -4.554 -1.269 3.952
H -4.226 1.723 4.357
H -5.561 0.897 3.556
H -4.733 2.204 2.717
H -3.716 -0.984 1.022
H -4.238 0.674 0.728
H -5.291 -0.451 1.604
H 2.459 -0.067 3.313
H 3.558 -2.503 2.773
H 3.610 -2.280 -1.742
H 4.533 -3.777 -1.537
H 4.980 -2.332 -0.612
H 1.519 -3.681 -1.236
H 1.324 -4.399 0.356
H 2.437 -5.132 -0.815
H 4.871 -3.688 1.482
H 4.364 -5.083 0.534
H 3.380 -4.569 1.901
Se -3.308 -0.632 -2.431
Se -4.433 -2.656 -2.891
Te -3.783 -3.940 -0.821
Se -1.315 -3.743 -1.080
*
```

HOMO energy (spin up / spin down) (Eh): -0.12118 / -0.12577
Relative energy (zero: lowest compared OMol25 entry of this formula, charge and spin) (kcal per mole): 0.0

***

C23H67O11Zr as an isolated structure, computed with ωB97M-V/def2-TZVPD.

The geometry in ORCA input format:
```
! RIJCOSX wB97M-V def2-TZVPD def2/J DEFGRID3
* xyz 3 1
Zr -3.510 14.675 -33.212
C 0.646 14.647 -31.852
C -0.684 15.032 -31.077
C -0.477 16.414 -30.395
O -1.813 14.979 -31.838
H 0.808 15.379 -32.643
H 0.633 13.590 -32.120
H 1.329 14.673 -31.003
H -0.827 14.406 -30.196
H -1.405 16.869 -30.050
H 0.080 17.157 -30.967
H 0.059 16.283 -29.456
C -1.173 20.825 -30.376
C -2.635 21.108 -30.785
O -3.477 20.926 -29.632
H -0.814 21.543 -29.639
H -0.553 20.802 -31.272
H -1.070 19.816 -29.978
H -2.842 20.486 -31.656
H -2.764 22.139 -31.116
H -4.348 20.637 -29.914
C 3.424 18.023 -29.324
C 2.879 19.026 -30.391
O 3.920 19.773 -30.993
H 2.711 17.312 -28.908
H 3.585 18.570 -28.394
H 4.196 17.365 -29.723
H 2.091 19.595 -29.897
H 2.401 18.382 -31.129
H 4.502 19.117 -31.383
C -4.235 16.428 -29.743
C -4.153 17.139 -31.117
O -4.736 16.153 -31.983
H -3.899 17.171 -29.020
H -3.570 15.575 -29.614
H -5.220 16.020 -29.514
H -3.107 17.370 -31.320
H -4.783 18.028 -31.116
H -5.625 16.513 -32.015
C 1.955 15.734 -35.677
C 0.389 15.874 -35.711
O -0.221 14.666 -36.121
H 2.321 15.239 -34.777
H 2.292 16.769 -35.729
H 2.289 15.084 -36.487
H 0.001 16.684 -36.329
H -0.028 15.997 -34.712
H -0.067 14.660 -37.068
C 4.216 15.859 -32.483
C 5.649 16.307 -32.021
O 5.815 17.635 -32.031
H 3.918 14.972 -31.924
H 4.331 15.550 -33.522
H 3.416 16.600 -32.501
H 6.306 15.764 -32.700
H 5.798 16.028 -30.977
H 6.725 17.694 -32.331
C 0.154 17.882 -26.294
C -1.129 18.657 -26.451
O -0.863 19.919 -25.929
H 0.170 17.096 -27.048
H 0.157 17.348 -25.344
H 1.035 18.494 -26.490
H -1.925 18.209 -25.856
H -1.406 18.636 -27.505
H -1.555 20.421 -26.366
C -1.962 15.249 -26.499
C -2.030 13.732 -26.398
O -2.864 13.244 -25.346
H -1.564 15.396 -27.503
H -1.230 15.705 -25.833
H -2.919 15.762 -26.406
H -1.062 13.231 -26.364
H -2.354 13.356 -27.369
H -3.727 13.638 -25.489
C 2.346 12.223 -27.873
C 3.263 13.308 -28.511
O 4.315 12.729 -29.360
H 1.579 12.529 -27.163
H 2.946 11.480 -27.348
H 1.838 11.647 -28.647
H 3.719 13.926 -27.738
H 2.659 13.968 -29.135
H 4.864 12.441 -28.627
C 3.426 10.833 -33.397
C 3.006 11.934 -32.404
O 3.031 11.430 -31.117
H 3.719 11.261 -34.355
H 2.483 10.358 -33.667
H 4.115 10.076 -33.020
H 2.021 12.291 -32.703
H 3.665 12.798 -32.483
H 3.623 11.961 -30.578
C -0.958 8.892 -31.632
C 0.073 9.921 -31.756
O 0.896 9.724 -30.590
H -0.524 7.894 -31.690
H -1.566 8.899 -32.536
H -1.625 9.143 -30.806
H -0.321 10.928 -31.612
H 0.556 9.906 -32.733
H 1.664 10.273 -30.762
*
```

HOMO energy (Eh): -0.59328
Relative energy (zero: lowest compared OMol25 entry of this formula, charge and spin) (kcal per mole): 172.6